No. 1
# C4H7NO2

2 unconnected molecules or ions with the total composition C4H7NO2 (the ωB97M-V functional and the def2-TZVPD basis, the Open Molecules 2025 dataset).

The total energy is -9845.62385 eV. The HOMO energy comes out at -0.3980 Eh. The lowest unoccupied orbital energy is 0.007 hartree. The charge is 0. The calculation puts the strongest force on any atom at 0.01185 Eh/bohr.

XYZ file:
```
14
C4H7NO2 (the ωB97M-V functional and the def2-TZVPD basis)
C 1.423 0.241 -0.998
C 0.030 -0.042 -0.459
C -0.120 0.225 1.014
N -0.983 1.119 1.288
C -1.521 1.545 0.023
O -2.364 2.373 -0.145
O -0.923 0.862 -1.000
H 1.729 1.261 -0.748
H 1.432 0.129 -2.085
H 2.144 -0.463 -0.569
H -0.281 -1.067 -0.703
H 0.460 -0.282 1.784
H -0.193 -3.056 1.142
H -0.834 -2.845 1.455
```

=====

No. 2
# C60H130O25

15 unconnected molecules or ions with the total composition C60H130O25 at a distorted geometry (the ωB97M-V functional and the def2-TZVPD basis, the Open Molecules 2025 dataset).

The total energy is -115514.82113 eV. The HOMO energy comes out at -0.3509 Eh. The lowest unoccupied orbital energy is 0.018 hartree. The charge is 0. The calculation puts the strongest force on any atom at 0.06018 Eh/bohr.

XYZ file:
```
215
C60H130O25 (the ωB97M-V functional and the def2-TZVPD basis)
C -4.465 -2.408 8.440
C -3.608 -2.626 7.260
O -2.283 -2.341 7.574
C -1.437 -2.731 6.523
C 0.000 -2.621 6.839
H -4.263 -3.083 9.246
H -4.263 -1.421 8.834
H -5.571 -2.472 8.191
H -3.690 -3.643 6.870
H -3.926 -1.945 6.440
H -1.656 -3.821 6.334
H -1.705 -2.292 5.539
H 0.616 -3.091 6.082
H 0.131 -3.026 7.838
H 0.333 -1.586 6.899
C 0.382 7.242 7.138
C 0.338 5.951 6.242
O -0.908 5.280 6.448
C -0.915 3.871 6.244
C -2.340 3.451 6.461
H 1.136 8.007 6.981
H -0.561 7.794 6.996
H 0.330 6.813 8.181
H 0.403 6.164 5.166
H 1.205 5.276 6.509
H -0.533 3.729 5.258
H -0.272 3.380 7.000
H -2.980 3.963 5.757
H -2.655 3.787 7.412
H -2.537 2.419 6.439
C 4.183 -1.533 -6.692
C 2.920 -0.927 -7.167
O 2.013 -0.620 -6.092
C 0.770 -0.180 -6.555
C -0.086 0.091 -5.344
H 4.926 -1.688 -7.490
H 4.662 -0.803 -6.002
H 4.083 -2.415 -6.107
H 3.045 0.060 -7.748
H 2.357 -1.634 -7.779
H 0.870 0.745 -7.173
H 0.387 -0.955 -7.243
H -0.490 -0.829 -4.964
H -0.872 0.750 -5.672
H 0.576 0.639 -4.706
C -3.379 -3.032 0.636
C -4.028 -3.639 -0.566
O -5.400 -3.702 -0.312
C -6.245 -3.754 -1.398
C -7.650 -3.239 -0.950
H -3.743 -1.974 0.815
H -3.761 -3.514 1.526
H -2.293 -3.063 0.656
H -3.817 -3.011 -1.376
H -3.687 -4.660 -0.792
H -5.875 -3.130 -2.157
H -6.367 -4.735 -1.786
H -7.742 -3.546 0.126
H -8.428 -3.633 -1.506
H -7.700 -2.142 -1.077
C 0.256 -0.412 2.792
C 0.671 -0.405 1.329
O -0.501 -0.599 0.525
C -0.189 -0.496 -0.903
C -1.453 -0.816 -1.683
H -0.076 -1.431 3.031
H 1.055 -0.112 3.485
H -0.595 0.225 2.897
H 1.223 0.518 1.096
H 1.370 -1.247 1.122
H 0.186 0.529 -1.118
H 0.637 -1.160 -1.144
H -2.146 0.018 -1.556
H -1.833 -1.768 -1.351
H -1.305 -0.981 -2.729
O 0.076 5.137 -5.067
C -0.618 4.377 -5.736
O -1.583 3.606 -5.256
C -1.808 3.886 -3.873
C -2.417 2.629 -3.341
C -0.434 4.110 -7.201
H -2.480 4.731 -3.805
H -0.819 4.110 -3.393
H -1.965 1.731 -3.704
H -3.413 2.598 -3.721
H -2.414 2.673 -2.239
H -0.837 3.130 -7.539
H 0.598 4.298 -7.460
H -1.004 4.860 -7.684
O 0.489 -3.120 -3.369
C 1.024 -3.779 -2.536
O 2.107 -4.574 -2.751
C 2.557 -4.862 -4.078
C 3.825 -5.706 -3.987
C 0.624 -3.939 -1.065
H 2.750 -3.981 -4.735
H 1.814 -5.448 -4.581
H 3.662 -6.637 -3.453
H 4.563 -5.127 -3.497
H 4.307 -5.822 -4.947
H 1.490 -3.928 -0.426
H 0.248 -4.949 -1.000
H -0.168 -3.248 -0.877
O 1.725 4.374 0.648
C 1.166 3.569 1.351
O -0.157 3.312 1.241
C -0.800 4.098 0.216
C -2.220 3.770 -0.023
C 1.882 2.865 2.505
H -0.191 3.834 -0.677
H -0.766 5.181 0.403
H -2.871 3.946 0.864
H -2.390 2.742 -0.339
H -2.634 4.338 -0.835
H 1.169 2.647 3.291
H 2.784 3.422 2.829
H 2.304 1.947 2.105
O 1.790 -4.442 2.194
C 1.497 -4.411 3.351
O 0.228 -4.518 3.799
C -0.798 -4.476 2.758
C -1.094 -5.898 2.383
C 2.462 -4.347 4.451
H -0.518 -3.850 1.903
H -1.640 -4.020 3.234
H -0.189 -6.384 2.085
H -1.833 -5.931 1.595
H -1.508 -6.455 3.224
H 3.473 -4.296 4.150
H 2.437 -5.182 5.117
H 2.245 -3.430 5.015
O 2.723 -1.101 5.628
C 3.623 -0.354 5.861
O 4.695 -0.167 5.077
C 4.590 -0.804 3.799
C 6.018 -0.771 3.261
C 3.735 0.525 7.105
H 3.905 -0.175 3.188
H 4.265 -1.835 3.832
H 6.670 -1.550 3.639
H 6.445 0.225 3.456
H 5.955 -0.968 2.179
H 4.015 1.506 6.749
H 4.485 0.196 7.832
H 2.746 0.482 7.609
O -6.108 1.964 1.125
C -5.970 2.754 1.993
O -5.165 2.498 3.067
C -4.409 1.217 3.072
C -3.309 1.324 2.026
C -6.706 4.042 2.071
H -5.039 0.372 2.804
H -4.039 1.240 4.094
H -2.577 0.434 2.142
H -2.772 2.218 2.239
H -3.612 1.351 0.974
H -7.644 3.834 2.543
H -6.861 4.368 1.077
H -6.115 4.730 2.705
O 5.151 0.388 -2.693
C 3.955 0.300 -2.442
O 3.342 1.029 -1.505
C 4.279 1.914 -0.792
C 5.145 1.175 0.203
C 3.045 -0.759 -2.985
H 3.688 2.727 -0.383
H 4.871 2.412 -1.548
H 5.965 0.569 -0.230
H 4.478 0.435 0.734
H 5.613 1.886 0.924
H 3.523 -1.741 -2.970
H 2.850 -0.550 -4.059
H 2.122 -0.764 -2.407
O -7.261 0.143 -3.711
C -6.578 0.992 -3.235
O -5.870 1.976 -3.928
C -5.868 1.834 -5.305
C -5.153 0.583 -5.869
C -6.495 1.263 -1.779
H -5.414 2.731 -5.703
H -6.871 1.855 -5.701
H -5.746 -0.305 -5.820
H -4.196 0.540 -5.414
H -4.870 0.792 -6.912
H -7.292 0.644 -1.404
H -6.677 2.314 -1.635
H -5.518 1.004 -1.409
O 7.070 -2.922 -0.440
C 6.684 -2.895 -1.559
O 5.421 -3.225 -1.877
C 4.597 -3.730 -0.839
C 3.752 -2.675 -0.204
C 7.463 -2.449 -2.807
H 5.208 -4.242 -0.081
H 3.961 -4.435 -1.343
H 4.262 -1.737 -0.055
H 3.424 -3.027 0.787
H 2.882 -2.468 -0.825
H 6.811 -2.522 -3.703
H 8.393 -2.984 -2.790
H 7.726 -1.376 -2.732
O 1.129 2.941 -2.909
C 1.923 3.813 -3.235
O 2.808 3.690 -4.234
C 2.849 2.425 -4.933
C 3.818 2.555 -6.048
C 2.052 5.179 -2.676
H 1.867 2.264 -5.246
H 3.175 1.645 -4.217
H 4.857 2.669 -5.789
H 3.582 3.516 -6.520
H 3.684 1.732 -6.735
H 1.316 5.724 -3.238
H 3.076 5.559 -2.878
H 1.882 5.060 -1.599
```